1.
A single C3H8N2S molecule, computed with ωB97M-V/def2-TZVPD.

CARTESIAN COORDINATES (ANGSTROEM)
C -2.84998 -0.80409 -0.12361
C 2.34594 0.18898 0.37787
C 1.02723 -0.42843 -0.21107
N -0.62568 1.40899 -0.46754
N -1.60796 -1.08753 0.01935
S -0.42116 0.30391 0.56118
H -3.36805 -1.60189 -0.45376
H -3.27782 0.14670 0.20877
H 2.17337 1.22711 0.22513
H 2.61043 0.08776 1.42647
H 3.24873 -0.05926 -0.16175
H 0.79250 -1.51020 -0.06329
H 1.02413 -0.12483 -1.26528
H -1.07169 2.25280 -0.07246

Atoms 1-2, force components in eV/Å:
C 4.13 2.20 2.05
C -0.92 -0.36 -0.06

Results
LUMO level = 0.8 eV
HOMO-LUMO gap = 0.3409 Eh
E_HOMO = -8.5058 eV
F_max = 5.11 eV Å⁻¹
energy relative to the best compared isomer or geometry (same formula, charge and spin) = 3.707 eV

2.
A molecular structure, C42H114F3N6O16V, computed with ωB97M-V/def2-TZVPD.

CARTESIAN COORDINATES (ANGSTROEM)
O 14.81183 12.17499 14.94441
V 16.25180 12.13287 14.33828
C 17.88918 12.92430 16.13436
O 17.29503 13.67923 15.11742
O 17.43548 11.73896 15.73696
C 19.40825 13.01357 16.01028
F 19.88890 12.58138 14.89206
F 19.81048 14.24124 16.19488
F 19.92486 12.35897 17.06760
C 16.53503 14.91634 15.50392
C 17.38132 16.14492 15.49752
H 18.15692 16.20135 16.24289
H 17.86634 16.28425 14.53615
H 16.68009 16.98052 15.61806
H 16.04573 14.72708 16.45538
H 15.70109 14.92463 14.83841
H 17.62545 13.29549 17.11801
C 16.95519 18.02616 19.70404
C 16.24379 17.03368 18.82298
C 16.53806 15.59938 19.14589
O 17.92391 15.32645 19.15650
C 18.41096 14.29773 20.02175
N 14.74976 17.11705 18.88714
H 16.92299 18.97475 19.21977
H 18.01036 17.77424 19.93429
H 16.44939 18.08228 20.66784
H 16.54212 17.30808 17.81386
H 16.01658 14.88350 18.48218
H 16.19881 15.42446 20.16098
H 18.28054 13.31244 19.45582
H 17.82627 14.23104 20.92508
H 19.45067 14.45276 20.20755
H 14.32609 17.27887 19.81855
H 14.34481 17.84210 18.26799
C 15.28518 9.10037 20.74412
C 14.83907 8.84817 19.33394
C 13.35450 8.98458 19.09784
O 13.10226 8.67709 17.70570
C 11.73467 8.59476 17.50543
N 15.52593 9.86951 18.53400
H 16.38864 8.90022 20.81445
H 14.84836 8.30831 21.37043
H 14.97316 10.13791 21.05320
H 15.09657 7.90066 18.95828
H 12.98385 10.03121 19.32505
H 12.70529 8.32860 19.65532
H 11.60563 8.49136 16.41249
H 11.22656 9.50896 17.77208
H 11.34935 7.67978 17.96445
H 15.47380 10.76876 18.93273
H 15.11868 9.94125 17.62888
C 12.73399 15.03421 11.90582
C 14.13188 14.70638 12.51385
C 14.72169 13.39568 11.93094
O 16.06282 13.06190 12.43864
C 17.12923 13.32293 11.56715
N 15.01269 15.88269 12.26194
H 12.82378 15.17118 10.82533
H 12.46010 16.04572 12.19359
H 11.86529 14.37141 12.11327
H 13.96144 14.62023 13.58116
H 14.77872 13.39831 10.87247
H 14.05473 12.52096 12.14779
H 17.34580 12.37932 11.00044
H 18.08718 13.55914 12.16245
H 16.84665 14.13134 10.87876
H 16.05914 15.63504 12.22375
H 14.81256 16.23177 11.38497
C 13.13428 12.99565 17.28208
C 12.13018 13.71430 16.32417
C 10.70345 13.91115 16.83030
O 10.11437 12.75067 17.32606
C 8.73702 12.82486 17.69130
N 12.79565 15.00679 15.89866
H 14.06813 12.72472 16.79379
H 12.72658 12.10674 17.78528
H 13.26238 13.69110 18.09518
H 12.05452 13.07900 15.46426
H 10.18118 14.28679 15.94876
H 10.59361 14.69105 17.61088
H 8.50987 13.62370 18.35409
H 8.44183 11.85415 18.08545
H 8.13506 12.96743 16.78299
H 12.80433 15.63452 16.69422
H 12.26183 15.51410 15.21855
C 23.27958 10.42852 20.56600
C 22.74812 11.82938 20.28803
C 23.47138 12.86516 21.11686
O 22.80902 14.09508 20.82058
C 23.17600 15.11891 21.73280
N 22.82296 11.93557 18.85738
H 22.76121 9.81564 19.79933
H 22.97179 9.99608 21.49188
H 24.37491 10.34678 20.37218
H 21.73488 11.76056 20.76552
H 24.51801 12.98856 20.91471
H 23.33188 12.68675 22.16961
H 22.85657 14.88846 22.72468
H 22.60524 16.03614 21.32490
H 24.25400 15.26946 21.68944
H 23.78638 11.76116 18.46786
H 22.60751 12.86141 18.58563
C 12.31972 20.05541 16.38571
C 13.85171 20.33500 16.33214
C 14.13444 21.27991 17.47012
O 13.79219 22.59202 17.02325
C 14.18907 23.63764 17.91412
N 14.62564 19.10982 16.56257
H 12.03338 19.29998 15.69428
H 11.65931 20.83298 16.19697
H 12.04196 19.61098 17.36101
H 14.13573 20.75463 15.36263
H 15.20407 21.13707 17.76503
H 13.47071 21.00673 18.35114
H 15.28133 23.83206 17.84562
H 13.88219 23.39136 18.93360
H 13.53798 24.46076 17.63033
H 15.56338 19.30819 16.17208
H 14.25325 18.33154 16.06337
C 9.01605 14.40764 10.96112
C 9.32639 15.75069 11.58113
O 9.41386 15.48838 12.97411
H 9.89104 13.82379 11.14348
H 8.88323 14.57800 9.92816
H 8.12940 14.02489 11.44808
H 8.42447 16.37678 11.39822
H 10.22201 16.19086 11.09688
H 9.74450 16.24735 13.40633
C 19.31994 6.88304 14.72278
C 19.30073 8.38139 15.05493
O 17.94346 8.96720 15.13838
H 18.82756 6.68265 13.77236
H 18.71959 6.30213 15.43124
H 20.33642 6.51569 14.72307
H 19.81494 9.07467 14.41116
H 19.77608 8.52228 16.05015
H 17.78982 9.05819 16.08682
C 10.94565 10.68918 14.55214
C 10.03473 11.66198 13.88618
O 10.80244 12.81905 13.69806
H 11.90064 10.54057 13.93154
H 10.53114 9.71094 14.65843
H 11.10739 11.03821 15.53431
H 9.10677 11.88708 14.37150
H 9.67228 11.32944 12.95075
H 10.29314 13.61011 13.75083
C 18.37644 21.62298 14.10938
C 17.69643 21.31561 15.44009
O 17.87505 19.97570 15.76844
H 18.48442 22.67303 13.76530
H 17.90562 21.06195 13.26816
H 19.43316 21.39346 14.15456
H 16.66060 21.54578 15.34177
H 18.04752 22.04446 16.19245
H 18.21653 19.89531 16.65922
C 12.79389 20.06747 11.98919
C 14.06503 19.47138 12.61441
O 13.72647 18.34069 13.48149
H 12.99169 20.93175 11.40131
H 12.11624 20.37766 12.80107
H 12.31152 19.34625 11.40534
H 14.53479 20.21700 13.24633
H 14.75299 19.18634 11.76647
H 14.12065 17.51116 13.15472
C 16.12361 8.62911 11.65321
C 15.55352 9.58849 12.81577
O 16.61704 10.44946 13.46535
H 17.18527 8.51709 11.89079
H 16.03014 9.21292 10.66169
H 15.48541 7.71989 11.56685
H 15.11265 9.05785 13.69500
H 14.71660 10.19943 12.55072
H 17.24945 9.97871 14.13570
C 19.42960 7.78616 19.60153
C 19.01147 8.98508 18.85991
O 17.90613 8.72242 17.93580
H 20.34672 7.41488 19.09372
H 18.65308 7.04810 19.66813
H 19.76992 7.91756 20.60309
H 19.84082 9.43820 18.31989
H 18.63854 9.81931 19.49219
H 17.14349 9.27182 18.08118

Atoms 1-2, force components in eV/Å:
O 0.26 -0.21 -0.77
V -0.46 1.05 0.96

Results
LUMO level (alpha / beta) = -1.7 / -1.7 eV
HOMO-LUMO gap (alpha / beta) = 0.3227 / 0.3229 Eh
⟨S²⟩ = 0.7619
spin multiplicity = 2
total charge = +1
E_HOMO (alpha / beta) = -10.5289 / -10.5289 eV
F_max = 4.00 eV Å⁻¹
energy relative to the best compared isomer or geometry (same formula, charge and spin) = 0.000 eV

3.
A gas-phase ion, C4H11N3 (charge -1), computed with ωB97M-V/def2-TZVPD.

CARTESIAN COORDINATES (ANGSTROEM)
C -1.24522 -0.66390 0.91904
C -0.89935 0.10198 -0.48654
C 0.60426 -0.16036 -0.79793
C 1.44391 0.88991 -1.25566
N 2.32186 1.73492 -0.44529
N 1.21931 -1.42772 -0.42939
N -2.68235 -0.32491 1.22954
H -0.56031 -0.32415 1.79520
H -1.22288 -1.82982 0.90693
H -1.55672 -0.30570 -1.28247
H -1.16132 1.16142 -0.54024
H 1.50836 1.29641 -2.23553
H 2.49787 1.30476 0.50496
H 3.25442 1.66698 -0.79381
H 1.53698 -1.42088 0.55928
H 0.64292 -2.20976 -0.69728
H -2.80282 0.60726 0.81248
H -2.89891 -0.09644 2.23671

Atoms 1-2, force components in eV/Å:
C -0.63 0.31 0.46
C 1.58 -2.72 0.56

Results
LUMO level (alpha / beta) = 4.2 / 4.2 eV
HOMO-LUMO gap (alpha / beta) = 0.1635 / 0.1704 Eh
⟨S²⟩ = 0.7577
spin multiplicity = 2
total charge = -1
E_HOMO (alpha / beta) = -0.2136 / -0.4295 eV
F_max = 3.19 eV Å⁻¹
energy relative to the best compared isomer or geometry (same formula, charge and spin) = 3.320 eV

4.
A gas-phase ion, C4H12N3O (charge +1), computed with ωB97M-V/def2-TZVPD.

CARTESIAN COORDINATES (ANGSTROEM)
C 0.32743 -0.82878 -0.29575
C 1.36872 -0.03503 -0.05141
C 2.77659 -0.33496 -0.42234
C -1.01174 -0.64747 0.33914
N -1.86149 -1.77831 0.36582
N -1.90466 0.44852 -0.46798
N -1.45020 1.76865 -0.14881
O 1.13358 1.17033 0.59895
H 0.46866 -1.72216 -0.87798
H 3.11097 0.28890 -1.24677
H 2.88247 -1.37569 -0.71083
H 3.43617 -0.14862 0.42453
H -0.90126 -0.24149 1.35126
H -1.73321 -2.37691 1.16606
H -1.84361 -2.31343 -0.49242
H -2.87306 0.28539 -0.21332
H -1.57531 2.38323 -0.96890
H -0.41089 1.69244 0.06696
H -1.90108 2.21036 0.67243
H 1.96194 1.55505 0.91135

Atoms 1-2, force components in eV/Å:
C 0.00 0.39 0.30
C -0.17 -0.37 -0.15

Results
LUMO level = -3.2 eV
HOMO-LUMO gap = 0.3638 Eh
structure (SMILES) = C/C(O)=C/[C@H](N)N[NH3+]
total charge = +1
E_HOMO = -13.0793 eV
F_max = 2.40 eV Å⁻¹
energy relative to the best compared isomer or geometry (same formula, charge and spin) = 2.493 eV